This record from OMol25 describes 3 unconnected molecules or ions with the total composition C3H8O3 in a non-equilibrium geometry. The level of theory is ωB97M-V/def2-TZVPD.

Output
* ΔE to the lowest compared entry with this formula, charge and spin: 339.62 kJ/mol
* lowest unoccupied orbital energy: -0.406 eV
* electronic energy: -9380.282 eV
* gap between HOMO and LUMO: 9.91 eV
* largest force on an atom: 6.80 eV/A

The geometry in ORCA input format:
```
! wB97M-V def2-TZVPD RIJCOSX def2/J DEFGRID3
* xyz 0 1
C -0.214 -1.680 1.635
C 0.276 0.777 -0.963
C 1.759 0.663 -1.402
H -1.925 -0.617 2.563
H -0.146 -2.787 1.714
H 0.555 -1.303 0.947
H 0.235 -1.372 2.731
H -0.729 1.441 0.560
H 1.936 -0.020 -2.212
H 2.089 1.659 -1.462
H 2.357 0.340 -0.482
O -1.509 -1.312 1.435
O -0.628 0.363 -1.610
O 0.226 1.461 0.177
*
```

=====

This record from OMol25 describes 2 unconnected molecules or ions with the total composition C3H8O3S in a non-equilibrium geometry. The level of theory is ωB97M-V/def2-TZVPD.

Output
* ΔE to the lowest compared entry with this formula, charge and spin: 36.37 kJ/mol
* lowest unoccupied orbital energy: 0.317 eV
* electronic energy: -20218.574 eV
* gap between HOMO and LUMO: 9.55 eV
* SMILES: O=C(O)CCS.O
* largest force on an atom: 1.60 eV/A

The geometry in ORCA input format:
```
! wB97M-V def2-TZVPD RIJCOSX def2/J DEFGRID3
* xyz 0 1
O -2.457 -1.343 -1.258
C -1.711 -0.628 -0.667
O -2.141 0.356 0.195
C -0.190 -0.676 -0.647
C 0.577 0.618 -0.726
S 2.376 0.473 -0.390
H -3.066 0.143 0.390
H 0.056 -1.227 0.277
H 0.098 -1.319 -1.478
H 0.264 1.479 -0.147
H 0.582 0.963 -1.762
H 2.520 0.043 0.917
H -0.015 0.879 2.559
H 0.688 -0.464 2.930
O 0.778 0.491 2.964
*
```

=====

This record from OMol25 describes 3 unconnected molecules or ions with the total composition C3H8O3S2 in a non-equilibrium geometry. The level of theory is ωB97M-V/def2-TZVPD.

Output
* ΔE to the lowest compared entry with this formula, charge and spin: 173.89 kJ/mol
* lowest unoccupied orbital energy (alpha / beta): -0.206 / -0.207 eV
* electronic energy: -31052.524 eV
* gap between HOMO and LUMO (alpha / beta): 8.47 / 8.47 eV
* SMILES: O=C(O)O.CC=S.S
* largest force on an atom: 6.42 eV/A

The geometry in ORCA input format:
```
! wB97M-V def2-TZVPD RIJCOSX def2/J DEFGRID3
* xyz 0 1
C -2.311 -1.985 -0.643
C -1.430 -0.993 -0.071
C 0.976 2.167 0.027
O 1.610 1.750 1.117
O 0.810 3.499 0.017
O 0.536 1.550 -0.824
S 3.064 -0.717 -1.001
S -0.292 -1.213 1.094
H -2.626 -1.908 -1.678
H -2.062 -3.125 -0.427
H -3.317 -1.929 -0.236
H -1.283 -0.018 -0.603
H 1.972 0.809 0.881
H 1.358 3.973 0.651
H 3.262 -1.892 -1.642
H 1.828 -0.215 -1.254
*
```

=====

This record from OMol25 describes a molecular structure, C3H8O3Sc in a non-equilibrium geometry. The level of theory is ωB97M-V/def2-TZVPD.

Output
* lowest unoccupied orbital energy (alpha / beta): -11.812 / -12.972 eV
* electronic energy: -30060.601 eV
* gap between HOMO and LUMO (alpha / beta): 5.69 / 4.26 eV
* largest force on an atom: 4.82 eV/A

The geometry in ORCA input format:
```
! wB97M-V def2-TZVPD RIJCOSX def2/J DEFGRID3
* xyz 2 2
O 0.864 -0.674 -1.647
C -0.120 -1.335 -0.838
C -0.107 -0.430 0.508
O 3.263 -0.929 0.673
Sc 2.881 -0.655 -1.240
H -0.009 -2.387 -0.558
H -1.054 -1.310 -1.413
H -0.555 -1.013 1.329
H 0.806 0.145 0.737
O -1.042 0.669 0.017
H 0.347 0.191 -1.961
C -1.268 1.722 0.923
H -1.711 1.351 1.860
H -0.323 2.238 1.157
H -1.971 2.418 0.453
*
```

=====

This record from OMol25 describes C3H8O4 in the gas phase in a non-equilibrium geometry. The level of theory is ωB97M-V/def2-TZVPD.

Output
* ΔE to the lowest compared entry with this formula, charge and spin: 128.00 kJ/mol
* lowest unoccupied orbital energy: 0.588 eV
* electronic energy: -11429.943 eV
* gap between HOMO and LUMO: 10.68 eV
* SMILES: C[C@@H](O)C(O)(O)O
* largest force on an atom: 4.28 eV/A

The geometry in ORCA input format:
```
! wB97M-V def2-TZVPD RIJCOSX def2/J DEFGRID3
* xyz 0 1
C -0.644 -0.794 1.203
C 0.422 0.078 0.585
C 0.076 0.511 -0.927
O 1.651 -0.602 0.648
O 1.218 0.987 -1.533
O -0.336 -0.536 -1.737
O -0.914 1.431 -0.881
H -1.091 -1.433 0.417
H -0.059 -1.301 1.847
H -1.216 -0.129 1.684
H 0.507 1.174 1.019
H 2.150 -0.256 -0.135
H 1.039 0.895 -2.490
H 0.011 -1.394 -1.425
H -1.696 0.974 -1.242
*
```

=====

This record from OMol25 describes 2 unconnected molecules or ions with the total composition C3H8O4 in a non-equilibrium geometry. The level of theory is ωB97M-V/def2-TZVPD.

Output
* ΔE to the lowest compared entry with this formula, charge and spin: 133.00 kJ/mol
* lowest unoccupied orbital energy: 0.227 eV
* electronic energy: -11429.891 eV
* gap between HOMO and LUMO: 10.26 eV
* SMILES: O=C(O)CCO.O
* largest force on an atom: 3.71 eV/A

The geometry in ORCA input format:
```
! wB97M-V def2-TZVPD RIJCOSX def2/J DEFGRID3
* xyz 0 1
O 0.471 -0.015 2.764
C 0.248 0.436 1.644
O 1.270 0.456 0.734
C -1.066 0.618 0.870
C -1.467 -0.707 0.128
O -1.003 -0.557 -1.238
H 2.197 0.152 1.079
H -1.035 1.415 0.056
H -2.012 0.974 1.317
H -2.586 -0.644 -0.019
H -1.140 -1.652 0.487
H -0.054 -0.748 -1.288
H 2.528 -0.143 -1.543
H 1.857 0.621 -2.766
O 1.793 -0.207 -2.225
*
```

=====

This record from OMol25 describes a molecular structure, C3H8OS in a non-equilibrium geometry. The level of theory is ωB97M-V/def2-TZVPD.

Output
* ΔE to the lowest compared entry with this formula, charge and spin: 915.48 kJ/mol
* lowest unoccupied orbital energy: 0.101 eV
* electronic energy: -16113.749 eV
* gap between HOMO and LUMO: 8.42 eV
* largest force on an atom: 6.32 eV/A

The geometry in ORCA input format:
```
! wB97M-V def2-TZVPD RIJCOSX def2/J DEFGRID3
* xyz 0 1
C -0.087 -2.112 1.035
C -0.652 0.530 0.423
C 0.757 1.550 -1.461
H -1.050 -3.099 0.479
H 0.941 -1.500 0.254
H 0.217 -2.426 2.571
H 0.398 0.722 0.691
H -1.576 1.182 0.906
H 0.895 1.419 -2.584
H 1.544 1.176 -0.874
H 0.880 2.907 -1.232
O -0.792 0.777 -1.161
S -1.475 -1.125 0.952
*
```

=====

This record from OMol25 describes 2 unconnected molecules or ions with the total composition C3H8OS. The level of theory is ωB97M-V/def2-TZVPD.

Output
* ΔE to the lowest compared entry with this formula, charge and spin: 89.49 kJ/mol
* lowest unoccupied orbital energy: 0.737 eV
* electronic energy: -16122.310 eV
* gap between HOMO and LUMO: 9.01 eV
* SMILES: C=O.CSC
* largest force on an atom: 0.82 eV/A

The geometry in ORCA input format:
```
! wB97M-V def2-TZVPD RIJCOSX def2/J DEFGRID3
* xyz 0 1
O 2.215 -0.107 1.181
C 3.194 -0.503 0.620
H 3.159 -1.068 -0.329
H 4.196 -0.310 1.053
C -0.894 -0.827 0.405
S -1.731 -0.562 -1.161
C -1.952 1.255 -0.994
H -1.624 -0.807 1.212
H -0.115 -0.091 0.570
H -0.383 -1.787 0.357
H -1.052 1.797 -1.272
H -2.749 1.563 -1.670
H -2.264 1.447 0.028
*
```

=====

This record from OMol25 describes 2 unconnected molecules or ions with the total composition C3H8OS in a non-equilibrium geometry. The level of theory is ωB97M-V/def2-TZVPD.

Output
* ΔE to the lowest compared entry with this formula, charge and spin: 203.10 kJ/mol
* lowest unoccupied orbital energy: 0.550 eV
* electronic energy: -16121.132 eV
* gap between HOMO and LUMO: 9.74 eV
* SMILES: CC=O.CS
* largest force on an atom: 6.23 eV/A

The geometry in ORCA input format:
```
! wB97M-V def2-TZVPD RIJCOSX def2/J DEFGRID3
* xyz 0 1
C -2.074 -0.014 2.087
S -3.389 0.173 0.717
H -1.562 1.014 2.341
H -2.662 -0.241 2.952
H -1.501 -0.812 1.847
H -2.885 -0.895 -0.215
O 2.771 1.632 -0.714
C 2.265 0.591 -0.609
C 1.784 -0.285 -1.924
H 2.021 0.190 0.282
H 1.888 0.318 -2.857
H 0.688 -0.538 -1.868
H 2.656 -1.135 -2.039
*
```

=====

This record from OMol25 describes 2 unconnected molecules or ions with the total composition C3H8OS. The level of theory is ωB97M-V/def2-TZVPD.

Output
* ΔE to the lowest compared entry with this formula, charge and spin: 99.78 kJ/mol
* lowest unoccupied orbital energy: 0.761 eV
* electronic energy: -16122.203 eV
* gap between HOMO and LUMO: 9.92 eV
* SMILES: C=CO.CS
* largest force on an atom: 0.93 eV/A

The geometry in ORCA input format:
```
! wB97M-V def2-TZVPD RIJCOSX def2/J DEFGRID3
* xyz 0 1
C 0.699 2.770 -0.441
S 1.937 1.674 0.345
H 1.211 3.456 -1.104
H -0.048 2.153 -0.924
H 0.250 3.360 0.347
H 1.204 1.358 1.430
C -0.822 -1.546 -0.783
C -0.622 -2.108 0.401
O -1.301 -3.235 0.782
H -0.338 -0.594 -0.959
H -1.476 -1.936 -1.545
H 0.027 -1.602 1.107
H -0.721 -3.750 1.344
*
```

=====

This record from OMol25 describes 2 unconnected molecules or ions with the total composition C3H8OS in a non-equilibrium geometry. The level of theory is ωB97M-V/def2-TZVPD.

Output
* ΔE to the lowest compared entry with this formula, charge and spin: 159.79 kJ/mol
* lowest unoccupied orbital energy: 0.861 eV
* electronic energy: -16121.581 eV
* gap between HOMO and LUMO: 9.77 eV
* SMILES: C=O.CCS
* largest force on an atom: 3.97 eV/A

The geometry in ORCA input format:
```
! wB97M-V def2-TZVPD RIJCOSX def2/J DEFGRID3
* xyz 0 1
O 1.119 4.091 1.974
C 0.943 5.140 1.414
H 1.554 5.332 0.413
H 0.287 5.900 1.731
C -1.240 -2.777 -0.404
C 0.156 -2.131 -0.187
S 0.876 -1.847 -1.862
H -1.493 -3.448 0.372
H -1.325 -3.214 -1.495
H -2.068 -2.072 -0.414
H 0.310 -1.261 0.436
H 0.851 -2.724 0.418
H 0.030 -0.990 -2.396
*
```

=====

This record from OMol25 describes C3H8OS in the gas phase in a non-equilibrium geometry. The level of theory is ωB97M-V/def2-TZVPD.

Output
* ΔE to the lowest compared entry with this formula, charge and spin: 161.53 kJ/mol
* lowest unoccupied orbital energy: 0.908 eV
* electronic energy: -16121.563 eV
* gap between HOMO and LUMO: 10.14 eV
* SMILES: OCCCS
* largest force on an atom: 2.77 eV/A

The geometry in ORCA input format:
```
! wB97M-V def2-TZVPD RIJCOSX def2/J DEFGRID3
* xyz 0 1
C -0.210 -1.843 0.761
O 0.262 -3.188 0.192
C 0.151 -0.505 -0.156
C -0.428 0.965 0.408
S 0.172 2.384 -0.611
H -1.315 -1.896 0.912
H 0.340 -1.711 1.704
H 0.348 -3.965 0.837
H 1.175 -0.273 -0.417
H -0.089 -0.862 -1.103
H -0.105 1.155 1.460
H -1.514 0.909 0.417
H -0.770 2.297 -1.647
*
```

=====

This record from OMol25 describes a molecular structure, C3H8OS in a non-equilibrium geometry. The level of theory is ωB97M-V/def2-TZVPD.

Output
* ΔE to the lowest compared entry with this formula, charge and spin: 134.15 kJ/mol
* lowest unoccupied orbital energy: 0.876 eV
* electronic energy: -16121.847 eV
* gap between HOMO and LUMO: 9.69 eV
* largest force on an atom: 1.23 eV/A

The geometry in ORCA input format:
```
! wB97M-V def2-TZVPD RIJCOSX def2/J DEFGRID3
* xyz 0 1
C -0.397 1.076 1.862
C 0.314 -0.609 0.025
C 0.206 0.788 0.515
O -0.108 -1.617 0.847
S -0.935 0.387 -0.840
H -0.968 0.216 2.201
H 0.393 1.283 2.582
H -1.056 1.940 1.806
H 1.165 -0.864 -0.606
H 0.577 -1.120 -2.997
H 0.990 1.472 0.204
H -0.423 -2.365 0.323
H -0.032 -1.138 -3.481
*
```

=====

This record from OMol25 describes 2 unconnected molecules or ions with the total composition C3H8OS2. The level of theory is ωB97M-V/def2-TZVPD.

Output
* ΔE to the lowest compared entry with this formula, charge and spin: 0.00 kJ/mol
* lowest unoccupied orbital energy: 0.387 eV
* electronic energy: -26958.609 eV
* gap between HOMO and LUMO: 10.04 eV
* SMILES: CC(C)=O.SS
* largest force on an atom: 0.90 eV/A

The geometry in ORCA input format:
```
! wB97M-V def2-TZVPD RIJCOSX def2/J DEFGRID3
* xyz 0 1
O -0.404 1.237 1.081
C -0.248 1.028 -0.111
C -1.290 0.312 -0.940
C 0.998 1.468 -0.843
H -2.153 0.029 -0.313
H -0.864 -0.602 -1.385
H -1.646 0.967 -1.753
H 1.517 0.596 -1.273
H 0.737 2.161 -1.661
H 1.688 1.983 -0.153
S -0.533 -2.569 2.388
S 0.925 -2.778 0.950
H -0.729 -1.238 2.267
H 2.002 -2.594 1.744
*
```

=====

This record from OMol25 describes 2 unconnected molecules or ions with the total composition C3H8OS2 in a non-equilibrium geometry. The level of theory is ωB97M-V/def2-TZVPD.

Output
* ΔE to the lowest compared entry with this formula, charge and spin: 102.00 kJ/mol
* lowest unoccupied orbital energy: 0.559 eV
* electronic energy: -26957.551 eV
* gap between HOMO and LUMO: 8.49 eV
* SMILES: CSSC.C=O
* largest force on an atom: 1.14 eV/A

The geometry in ORCA input format:
```
! wB97M-V def2-TZVPD RIJCOSX def2/J DEFGRID3
* xyz 0 1
O -0.539 -1.287 -3.704
C -1.283 -1.607 -2.823
H -1.261 -2.640 -2.444
H -1.841 -0.851 -2.252
C 1.679 -0.477 -0.452
S 1.297 0.732 0.863
S -0.728 0.372 1.022
C -1.065 1.235 2.566
H 1.396 -1.492 -0.186
H 1.145 -0.168 -1.349
H 2.748 -0.420 -0.635
H -0.945 2.310 2.461
H -2.108 1.006 2.776
H -0.422 0.837 3.347
*
```

=====

This record from OMol25 describes 2 unconnected molecules or ions with the total composition C3H8OS2. The level of theory is ωB97M-V/def2-TZVPD.

Output
* ΔE to the lowest compared entry with this formula, charge and spin: 76.95 kJ/mol
* lowest unoccupied orbital energy (alpha / beta): -4.824 / -8.317 eV
* electronic energy: -26949.188 eV
* gap between HOMO and LUMO (alpha / beta): 7.77 / 4.27 eV
* largest force on an atom: 0.61 eV/A

The geometry in ORCA input format:
```
! wB97M-V def2-TZVPD RIJCOSX def2/J DEFGRID3
* xyz 1 2
C 0.182 -0.354 -1.880
S -1.325 0.477 -2.440
S -2.757 -0.353 -1.332
H 1.017 0.341 -1.977
H 0.079 -0.631 -0.830
H 0.333 -1.229 -2.505
H -2.138 -1.531 -1.171
C 1.470 0.794 1.714
C 0.448 0.028 2.035
O -0.847 0.224 1.637
H 2.451 0.525 2.065
H 1.298 1.648 1.074
H 0.589 -0.850 2.649
H -0.799 0.912 0.961
*
```

=====

This record from OMol25 describes C3H8OSi in the gas phase in a non-equilibrium geometry. The level of theory is ωB97M-V/def2-TZVPD.

Output
* ΔE to the lowest compared entry with this formula, charge and spin: 339.26 kJ/mol
* lowest unoccupied orbital energy: 1.091 eV
* electronic energy: -13162.512 eV
* gap between HOMO and LUMO: 10.07 eV
* SMILES: C[C@H]1O[C@@H]1[SiH3]
* largest force on an atom: 5.11 eV/A

The geometry in ORCA input format:
```
! wB97M-V def2-TZVPD RIJCOSX def2/J DEFGRID3
* xyz 0 1
C 0.779 0.239 -0.281
C -0.544 -0.691 0.276
C 2.144 0.122 0.161
O 0.221 -0.852 -0.875
Si -2.336 0.029 -0.130
H 0.362 1.142 -0.535
H -0.422 -1.258 1.131
H 2.741 0.163 -0.750
H 2.353 -0.786 0.621
H 2.525 0.900 0.854
H -3.404 -0.605 0.604
H -2.285 0.197 -1.612
H -2.134 1.402 0.534
*
```

=====

This record from OMol25 describes a molecular structure, C3H8OTl in a non-equilibrium geometry. The level of theory is ωB97M-V/def2-TZVPD.

Output
* ΔE to the lowest compared entry with this formula, charge and spin: 241.83 kJ/mol
* lowest unoccupied orbital energy: -21.565 eV
* electronic energy: -9938.967 eV
* gap between HOMO and LUMO: 4.01 eV
* largest force on an atom: 9.13 eV/A

The geometry in ORCA input format:
```
! wB97M-V def2-TZVPD RIJCOSX def2/J DEFGRID3
* xyz 3 1
Tl 1.275 -2.734 2.871
C 0.701 0.066 -1.424
C 0.201 0.472 -0.019
C -1.353 0.326 0.193
O 0.745 -0.397 0.996
H 0.479 0.768 -2.228
H 0.266 -0.910 -1.639
H 1.790 0.067 -1.470
H 0.645 1.440 0.214
H -1.602 0.560 1.228
H -1.618 -0.654 -0.205
H -1.959 1.049 -0.353
H 0.432 -0.052 1.835
*
```